#w
Below is a 2-piece molecular cluster, C4H4 overall, with properties calculated with the ωB97M-V functional and the def2-TZVPD basis.

## Properties
total charge	0
lowest unoccupied orbital energy	1.13	eV
frontier orbital gap	11.625	eV
spin multiplicity	1
highest occupied orbital energy	-10.499	eV

Geometry (Å):
C: 2.425 0.683 -0.056
C: 2.411 -0.607 -0.020
H: 2.233 1.646 0.220
H: 2.664 -1.657 0.059
C: -1.818 -0.022 0.071
C: -3.041 -0.051 -0.058
H: -0.698 -0.485 0.170
H: -4.054 0.476 -0.069

Here are the natural (NBO) charges for atoms 1 to 6, given in e:
1. C -0.22
2. C -0.25
3. H 0.22
4. H 0.25
5. C -0.26
6. C -0.28


#x
Below is one molecule with the formula C4H4, with properties calculated with the ωB97M-V functional and the def2-TZVPD basis.

## Properties
total charge	0
lowest unoccupied orbital energy	-0.02	eV
frontier orbital gap	10.182	eV
spin multiplicity	1
highest occupied orbital energy	-10.199	eV

Geometry (Å):
C: 0.015 -0.330 -0.946
C: 0.197 -0.502 -2.141
C: 0.602 0.372 0.291
C: -0.759 -0.136 0.368
H: 1.381 -0.222 0.694
H: 0.852 1.332 0.206
H: -1.568 0.429 0.455
H: -0.719 -0.942 1.073

Here are the natural (NBO) charges for atoms 1 to 6, given in e:
1. C -0.46
2. C 0.18
3. C -0.29
4. C -0.32
5. H 0.22
6. H 0.22


What should be chosen as the least stable of them? Choose #w.